# 1
C43H33AsFeN7O3S2 | ωB97M-V/def2-TZVPD

Geometry as XYZ:
```
90
Properties=species:S:1:pos:R:3:forces:R:3:mulliken_spin:R:1
H -0.753 6.235 4.262 0.012 -0.015 0.003 0.000
H 3.213 1.331 -3.181 0.051 0.030 -0.011 0.001
C -2.087 4.206 6.599 -0.083 0.011 0.124 0.000
C 1.198 1.884 -1.179 -0.146 0.143 0.193 -0.002
H 4.719 -1.802 -5.372 -0.005 -0.002 0.001 -0.001
H 3.777 -1.220 -9.506 -0.001 0.001 0.001 0.000
H -3.542 -6.911 1.240 -0.003 0.006 0.003 0.000
C -1.290 -4.643 0.115 0.009 0.013 -0.066 0.005
H -1.679 1.791 5.269 -0.017 -0.021 0.024 0.000
C -3.544 -3.933 -0.406 -0.178 -0.041 0.063 -0.001
N 4.044 -5.830 -2.483 0.008 0.000 -0.043 0.002
H 1.561 3.980 -1.475 -0.019 -0.012 -0.018 0.000
S 2.821 -1.292 -0.395 0.258 0.640 0.622 -0.213
C -1.512 6.875 6.155 0.006 -0.066 -0.041 0.001
N -0.585 3.952 3.209 -0.057 -0.229 0.020 0.000
H 2.983 -2.817 -3.917 -0.009 -0.007 -0.008 0.003
C 1.721 -1.966 -6.920 -0.009 0.023 -0.015 -0.002
H 0.610 4.604 0.759 -0.003 -0.006 0.001 0.000
H 0.676 -2.167 -6.713 0.004 -0.009 0.000 0.000
H -3.952 6.657 9.294 -0.007 -0.001 0.019 0.000
Fe 0.584 -1.175 -0.976 2.166 0.620 -0.405 1.412
C 4.120 -4.801 -1.971 0.044 0.158 0.179 0.003
H 0.247 1.161 -4.199 -0.010 0.001 -0.027 0.000
C -3.905 -1.924 -1.642 0.105 0.073 -0.037 0.003
C -1.211 5.937 5.195 -0.016 0.064 0.034 -0.001
H 1.560 1.602 -2.149 0.032 -0.015 -0.092 -0.001
C 3.339 0.350 -3.630 0.112 -0.039 0.069 -0.006
C -2.977 7.118 9.466 0.028 0.022 -0.039 0.000
H -3.107 8.043 10.019 0.002 0.006 0.002 0.000
C -4.422 -3.010 -1.022 -0.017 -0.078 0.027 0.000
C -1.779 -5.772 0.706 -0.064 -0.032 0.043 0.002
N 0.018 -1.091 1.083 -0.300 -0.322 -0.280 -0.008
H -4.501 -1.187 -2.158 0.001 -0.009 -0.010 0.000
C -2.397 5.142 7.581 0.040 -0.062 -0.108 0.000
C -0.285 -2.141 1.825 0.095 -0.016 0.058 0.000
C -0.834 1.704 3.305 -0.066 -0.269 0.236 -0.002
H -0.358 -0.368 -4.800 0.003 0.001 -0.003 0.000
O -0.724 -0.240 -2.114 -0.813 -0.145 0.154 0.018
C -2.105 6.481 7.356 -0.023 0.082 0.088 0.000
N -1.645 -2.520 -1.016 -0.546 -0.404 0.074 0.017
C -3.170 -6.010 0.773 0.114 -0.002 -0.004 0.000
H -0.223 -4.498 0.032 0.023 -0.011 -0.054 -0.004
H -1.296 7.924 6.002 -0.007 -0.001 0.011 0.000
O -2.726 0.166 -3.000 0.028 0.016 0.014 0.001
C 3.009 -2.835 -1.100 -0.387 0.122 0.156 -0.003
C -0.172 0.133 1.612 0.048 0.081 -0.099 0.000
C -1.127 3.623 4.358 -0.030 0.207 0.112 0.000
C 2.204 -2.297 -4.476 0.060 -0.063 -0.083 -0.002
C -1.078 -0.794 3.629 -0.071 0.007 0.090 0.000
C 4.165 -3.523 -1.330 0.255 -0.083 -0.069 0.031
C 0.548 0.216 -4.648 -0.032 0.077 0.006 -0.009
C -2.502 -1.724 -1.607 -0.010 0.020 0.115 -0.005
H 1.392 -1.670 -9.015 0.002 0.002 -0.001 0.000
C -2.159 -3.670 -0.438 0.187 0.134 -0.172 0.002
C 0.174 2.559 1.252 -0.048 0.083 0.142 0.002
C -1.493 4.584 5.407 0.106 -0.082 -0.181 0.001
C 3.461 -1.434 -8.494 -0.009 -0.006 0.019 -0.002
H -1.089 -6.496 1.119 -0.012 -0.019 -0.026 0.000
H -1.072 -2.938 3.651 -0.022 0.005 -0.008 0.000
C -0.402 2.761 2.552 0.132 0.332 -0.264 0.000
H 4.169 -0.149 -3.130 0.002 -0.003 -0.001 -0.001
H -2.335 3.169 6.796 0.021 0.002 0.006 0.000
C -4.028 -5.110 0.217 -0.016 0.033 -0.033 0.001
H -2.343 6.438 10.041 -0.012 -0.005 0.015 0.000
C -0.723 0.337 2.887 0.026 0.142 0.054 0.002
C -1.964 -0.487 -2.304 0.023 0.077 -0.091 0.013
N -1.301 2.270 4.473 0.056 -0.060 -0.160 0.000
C 3.984 -1.755 -6.168 0.022 -0.015 -0.019 -0.003
H -2.859 4.813 8.500 -0.002 -0.001 -0.007 0.000
C 0.657 3.576 0.424 -0.014 0.048 0.000 -0.001
H -5.490 -3.197 -1.004 0.006 -0.005 0.008 0.000
O -2.359 7.475 8.241 -0.024 -0.038 0.008 0.000
H -0.077 -3.108 1.402 0.035 -0.001 -0.042 -0.002
C -0.842 -2.037 3.102 0.073 -0.030 -0.050 0.001
S 1.410 -3.297 -1.479 -0.786 -0.568 -0.061 -0.187
C 2.124 -1.686 -8.218 0.005 0.004 0.003 0.002
H 5.437 -1.289 -7.670 0.000 -0.008 -0.001 0.000
H -5.097 -5.288 0.226 -0.002 0.027 0.007 0.000
H 1.318 -2.931 -4.457 0.014 -0.022 -0.013 0.001
N 6.408 -2.466 -0.609 0.011 -0.003 0.012 0.001
N 0.767 0.912 -0.398 0.130 0.129 -0.322 -0.009
C 1.175 3.231 -0.798 0.030 -0.067 -0.052 0.002
C 4.390 -1.473 -7.464 -0.006 0.011 0.005 0.001
H -1.524 -0.694 4.612 0.024 0.016 0.001 0.000
C 5.418 -2.958 -0.930 -0.170 -0.120 -0.137 0.006
C 0.264 1.244 0.798 -0.057 -0.261 0.125 -0.003
C 2.644 -2.000 -5.877 -0.017 -0.026 0.054 -0.003
H 1.057 0.384 -5.596 0.004 0.006 -0.006 -0.001
H 3.559 0.469 -4.690 -0.004 -0.025 -0.009 -0.002
As 1.722 -0.713 -3.418 -0.286 -0.154 0.171 -0.057
```
Positions in Å, forces in eV/Å.

Calculated values
Calculated total energy = -178598.1776 eV
Net charge = 0
2S+1 = 2
E_HOMO (alpha / beta) = -7.7 / -7.6 eV
Relative energy (zero: lowest compared OMol25 entry of this formula, charge and spin) = 100.1 kJ/mol
E_LUMO (alpha / beta) = -0.83 / -0.83 eV
Orbital gap (alpha / beta) = 6.90 / 6.82 eV


# 2
C3H11N3 | ωB97M-V/def2-TZVPD

Geometry as XYZ:
```
17
Properties=species:S:1:pos:R:3:forces:R:3:lowdin_charge:R:1
N 0.288 -2.121 -1.256 1.922 -0.936 3.238 -0.018
H -1.564 0.544 1.203 0.359 2.570 -1.718 0.100
H 0.082 -0.063 -2.071 -0.393 -0.838 -0.492 0.118
H 0.387 -1.364 1.302 0.124 -1.831 0.366 0.034
H 0.571 -2.198 -0.196 -1.202 -0.833 -2.351 0.086
H 0.593 2.129 0.677 -0.040 -0.123 0.356 0.100
N 0.179 -0.409 1.284 -1.392 -2.237 -3.338 0.010
H -1.642 2.219 1.198 -0.187 0.873 0.594 0.022
C 0.538 0.109 -0.065 -0.570 0.797 1.708 -0.353
H -0.033 2.001 -0.899 -0.332 0.271 -0.634 0.087
N -1.493 1.460 0.581 1.079 -2.857 0.111 -0.026
H -1.146 -0.836 -0.963 -1.258 0.749 -0.228 0.094
C -0.126 -0.731 -1.228 1.648 1.509 1.515 -0.244
C -0.067 1.515 0.060 -0.797 0.131 0.009 -0.253
H 1.228 -2.354 -1.577 -0.104 0.734 -0.926 0.060
H 0.557 -0.073 2.087 1.733 2.033 2.306 0.045
H 1.648 0.172 -0.138 -0.590 -0.012 -0.515 0.138
```
Positions in Å, forces in eV/Å.

Calculated values
Calculated total energy = -7758.0346 eV
Net charge = 0
2S+1 = 1
E_HOMO = -8.9 eV
SMILES string = NCC(N)CN
Relative energy (zero: lowest compared OMol25 entry of this formula, charge and spin) = 197.7 kJ/mol
E_LUMO = 0.97 eV
Orbital gap = 9.86 eV


# 3
C2H7OS2 | ωB97M-V/def2-TZVPD

Geometry as XYZ:
```
12
Properties=species:S:1:pos:R:3:forces:R:3:mulliken_spin:R:1
O -1.924 -1.499 -3.752 -0.244 0.098 -0.408 0.002
H 1.086 3.080 2.258 -0.173 0.411 0.442 0.000
S -0.712 -0.046 1.166 -0.013 -0.736 -0.119 0.344
H -1.279 -0.724 -2.033 0.105 0.282 0.355 -0.005
H 1.295 0.357 -0.013 0.177 0.215 -0.327 0.013
H -0.952 -2.548 -2.364 0.083 0.041 0.210 -0.006
S -0.786 -1.915 0.528 -0.034 0.539 0.335 0.644
C 1.034 0.383 1.032 -0.246 -0.248 -0.024 -0.017
H 0.814 3.467 2.847 0.166 -0.236 -0.362 0.000
C -1.376 -1.585 -2.694 0.028 -0.398 -0.296 0.014
H 1.649 -0.332 1.558 0.026 -0.208 0.244 0.010
H 1.150 1.362 1.466 0.124 0.239 -0.050 0.002
```
Positions in Å, forces in eV/Å.

Calculated values
Calculated total energy = -25903.1290 eV
Net charge = 0
2S+1 = 2
E_HOMO (alpha / beta) = -9.0 / -9.4 eV
Relative energy (zero: lowest compared OMol25 entry of this formula, charge and spin) = 2.9 kJ/mol
E_LUMO (alpha / beta) = 0.67 / -1.94 eV
Orbital gap (alpha / beta) = 9.63 / 7.46 eV


# 4
C3H6N4O | ωB97M-V/def2-TZVPD

Geometry as XYZ:
```
14
Properties=species:S:1:pos:R:3:forces:R:3:lowdin_charge:R:1
H -0.024 1.569 1.530 -0.109 0.139 -0.232 0.083
C -1.407 -1.407 -0.902 0.577 0.701 0.100 -0.229
H -1.951 -2.241 -1.300 -0.033 -0.273 -0.145 0.108
H -1.168 0.462 2.500 -0.426 -0.135 -0.019 0.098
N -1.610 -1.047 0.369 -1.316 -1.392 0.719 0.055
N -0.863 0.029 0.525 0.783 1.323 0.000 -0.160
H 1.566 -0.897 -0.271 -0.049 0.387 -0.109 0.170
C -0.109 0.296 -0.714 0.430 0.002 -0.082 -0.259
H 1.881 0.377 -1.294 -0.143 -0.153 0.396 0.167
O 1.933 0.824 0.639 -0.216 0.212 0.098 -0.238
H -0.221 1.329 -1.047 0.128 -0.060 0.125 0.160
C -0.748 0.770 1.560 0.646 0.022 0.711 0.123
N -0.567 -0.686 -1.600 0.311 -0.102 -0.797 0.047
N 1.444 0.132 -0.383 -0.584 -0.672 -0.767 -0.124
```
Positions in Å, forces in eV/Å.

Calculated values
Calculated total energy = -11211.6478 eV
Net charge = 0
2S+1 = 1
E_HOMO = -8.5 eV
Relative energy (zero: lowest compared OMol25 entry of this formula, charge and spin) = 494.8 kJ/mol
E_LUMO = -0.22 eV
Orbital gap = 8.29 eV


# 5
C5H11N | ωB97M-V/def2-TZVPD

Geometry as XYZ:
```
17
Properties=species:S:1:pos:R:3:forces:R:3:lowdin_charge:R:1
C -1.846 1.074 -0.235 0.003 0.070 -0.012 -0.092
N -0.017 -0.600 -0.550 -0.088 0.043 -0.081 -0.096
H 1.982 1.560 -0.446 0.002 -0.129 0.081 0.071
C -1.457 -0.402 -0.389 -0.179 -0.040 0.038 -0.256
H -1.036 1.725 -0.576 -0.107 -0.099 -0.032 0.072
H -2.063 1.326 0.808 0.094 -0.003 -0.160 0.067
H 0.419 0.444 1.309 0.045 -0.105 -0.126 0.137
C 0.629 -1.523 0.366 0.085 -0.259 0.110 -0.119
H 2.916 0.614 0.733 -0.111 -0.012 -0.091 0.073
C 2.158 0.551 -0.057 0.022 0.004 -0.002 -0.060
H -2.737 1.314 -0.823 0.104 -0.041 0.106 0.066
H 2.557 -0.058 -0.875 -0.066 0.087 0.124 0.078
H -1.843 -0.974 0.471 0.080 0.083 -0.087 0.104
H -1.930 -0.827 -1.281 0.056 0.051 0.132 0.106
H 1.379 -2.188 -0.058 -0.091 0.132 0.042 0.104
C 0.879 -0.064 0.458 0.069 0.158 0.114 -0.360
H 0.009 -1.972 1.144 0.081 0.062 -0.155 0.103
```
Positions in Å, forces in eV/Å.

Calculated values
Calculated total energy = -6852.2585 eV
Net charge = 0
2S+1 = 1
E_HOMO = -8.9 eV
SMILES string = CCN1C[C@H]1C
Relative energy (zero: lowest compared OMol25 entry of this formula, charge and spin) = 122.5 kJ/mol
E_LUMO = 1.26 eV
Orbital gap = 10.19 eV


Respective molecular weight values: 890.68 89.14 111.21 114.11 85.15 g mol⁻¹.